# 1
Computed, not measured: the molecule C4H7N3O at a distorted geometry, with ωB97M-V with the def2-TZVPD basis set.

```
15
C4H7N3O (ωB97M-V with the def2-TZVPD basis set)
C -1.9867 -0.0401 0.1082
O -1.0467 0.0478 -0.9482
C 0.2770 -0.4698 -0.6405
N 0.4259 -1.8016 -0.3486
C 1.0750 0.5204 -0.1225
N 1.0619 1.8340 -0.5787
C 2.0327 0.1622 0.8377
N 2.7682 -0.1978 1.6657
H -2.2900 -1.0800 0.3018
H -1.5807 0.3957 1.0338
H -2.8604 0.5365 -0.2149
H 0.8863 -2.0823 0.5001
H -0.2998 -2.4176 -0.6800
H 1.3375 2.5199 0.1172
H 0.1998 2.0726 -1.0312
```

The SMILES is CO/C(N)=C(\N)C#N. The charge is 0. Its electronic energy is -10777.295 eV. The value obtained for the frontier orbital gap is 8.16 eV. The value obtained for the energy above the lowest of the compared OMol25 structures with the same formula, charge and spin is 56.6 kcal/mol. Its LUMO energy is 0.017 Ha. The max |F| is 4.02 eV Å⁻¹.

=====

# 2
Computed, not measured: a cluster of 2 separate species, CNO3S2 in total at a distorted geometry, with ωB97M-V with the def2-TZVPD basis set.

```
7
CNO3S2 (ωB97M-V with the def2-TZVPD basis set)
C 2.2206 -0.8611 0.0360
N 2.8860 -1.0375 1.0078
O -2.4160 0.0967 -0.9219
O -1.5107 -0.1796 1.2189
O -1.1850 2.0235 0.0197
S 1.4440 -0.6406 -1.3708
S -1.4388 0.5986 0.0103
```

The charge is -1. Its electronic energy is -30340.490 eV. The value obtained for the frontier orbital gap (alpha / beta) is 6.04 / 6.04 eV. The value obtained for the energy above the lowest of the compared OMol25 structures with the same formula, charge and spin is 25.1 kcal/mol. Its LUMO energy (alpha / beta) is 0.052 / 0.052 Ha. The max |F| is 4.37 eV Å⁻¹.

=====

# 3
Computed, not measured: a structure of composition C17H14IN4PdS3, with ωB97M-V with the def2-TZVPD basis set.

```
40
C17H14IN4PdS3 (ωB97M-V with the def2-TZVPD basis set)
Pd -0.9768 -0.3794 -1.1742
S 5.3893 -1.1023 3.5761
N 5.1769 -0.7912 2.0020
C 3.8737 -0.7791 1.7881
C 3.2328 -0.5372 0.5075
C 3.9663 -0.2566 -0.6421
C 3.2892 -0.0208 -1.8141
C 1.8993 -0.0884 -1.8046
N 1.1887 -0.3724 -0.7193
C 1.8330 -0.5812 0.4404
C 1.0342 -0.8360 1.6631
N -0.2874 -0.8382 1.5350
C -1.0390 -1.0401 2.5970
C -0.5125 -1.2518 3.8725
C 0.8554 -1.2591 4.0224
C 1.6570 -1.0489 2.9015
C 3.1052 -1.0317 2.9601
N 3.8430 -1.2270 4.0382
H 5.0465 -0.2220 -0.5859
H 3.8074 0.2158 -2.7325
H 1.3204 0.1011 -2.6984
H -2.1089 -1.0438 2.4201
H -1.1712 -1.4115 4.7151
H 1.3230 -1.4235 4.9846
C -4.7732 1.7079 -2.7175
C -3.4048 1.4090 -2.1487
S -3.0916 -0.3123 -1.9213
C -2.4996 2.3535 -1.8570
C -2.7419 3.8258 -2.0537
S -0.9079 1.9511 -1.2168
H -5.4074 0.8237 -2.6450
H -4.7223 1.9900 -3.7741
H -5.2711 2.5180 -2.1793
H -3.7369 4.0333 -2.4491
H -2.0076 4.2449 -2.7484
H -2.6264 4.3658 -1.1091
I -1.9921 -3.6532 0.1144
C -1.0108 -2.4265 -1.4115
H -1.5451 -2.7491 -2.3023
H -0.0069 -2.8565 -1.4332
```

The charge is -1. Its electronic energy is -67906.069 eV. The value obtained for the frontier orbital gap is 4.32 eV. The value obtained for the energy above the lowest of the compared OMol25 structures with the same formula, charge and spin is 2.2 kcal/mol. Its LUMO energy is 0.054 Ha. The max |F| is 0.13 eV Å⁻¹.

=====

# 4
Computed, not measured: a cluster of 4 separate species, C35H66Br2N3O9S3 in total at a distorted geometry, with ωB97M-V with the def2-TZVPD basis set.

```
118
C35H66Br2N3O9S3 (ωB97M-V with the def2-TZVPD basis set)
C 6.0921 -3.3955 -1.1319
C 5.4231 -3.6885 -2.4827
C 4.0634 -2.9692 -2.6098
C 4.0304 -1.8465 -3.6234
C 4.2145 -0.4541 -3.0443
C 3.3159 -0.0862 -1.8669
C 3.5473 1.3857 -1.5153
C 2.3022 2.2388 -1.7323
C 1.0696 1.9003 -0.8409
C -0.1444 1.5976 -1.7056
C -1.4414 1.2276 -0.9425
C -1.8162 -0.2697 -0.7942
C -2.8233 -0.4308 0.2860
C -4.2111 0.0839 0.4184
Br -4.6254 1.5799 -0.7203
C -5.1613 -1.1422 0.2069
C -6.4342 -0.8689 -0.5584
N -2.4170 -1.1670 1.2401
C -1.0593 -1.7534 1.1402
C -1.3136 -3.2509 1.3696
C -0.1721 -4.1736 1.1634
C -0.4727 -5.6171 1.4137
N 0.9559 -3.7477 0.8137
C -0.2084 -1.0353 2.1661
C 0.7193 -1.6734 2.9377
C 1.4094 -0.9140 3.8113
C 1.2286 0.4236 3.9131
N 0.3318 1.0586 3.1773
C -0.3555 0.3040 2.3523
C -0.6922 -1.2350 -0.3063
Br -0.4866 -2.5402 -1.7430
H 6.6838 -2.4959 -1.2122
H 6.7072 -4.2279 -0.8267
H 5.3535 -3.2653 -0.3537
H 5.2049 -4.7439 -2.5113
H 6.0964 -3.4076 -3.2759
H 3.7900 -2.6468 -1.6251
H 3.3256 -3.7011 -2.9103
H 4.8221 -2.0275 -4.3401
H 3.1073 -1.8717 -4.1890
H 5.2435 -0.3190 -2.7292
H 4.0538 0.2475 -3.8536
H 3.5283 -0.7031 -1.0020
H 2.2873 -0.2927 -2.1433
H 3.8970 1.5229 -0.5011
H 4.3103 1.7376 -2.1959
H 2.0177 2.0829 -2.7662
H 2.5462 3.2825 -1.6059
H 1.2973 1.0951 -0.1520
H 0.9007 2.7836 -0.2414
H 0.1144 0.8999 -2.4930
H -0.3876 2.5272 -2.2014
H -2.2321 1.6760 -1.5095
H -1.3920 1.7299 0.0145
H -2.2060 -0.5609 -1.7546
H -4.3895 0.4227 1.4239
H -4.6229 -1.9305 -0.3014
H -5.4492 -1.5355 1.1725
H -7.0091 -1.7843 -0.5861
H -6.2549 -0.6005 -1.5836
H -7.0610 -0.1428 -0.0707
H -3.0566 -1.3290 2.0082
H -2.1745 -3.5294 0.7745
H -1.6138 -3.3656 2.4075
H -1.0277 -6.0604 0.5987
H 0.4155 -6.1692 1.6722
H -1.1263 -5.6708 2.2779
H 1.5893 -4.5362 0.7176
H 0.8763 -2.7241 2.8721
H 2.1360 -1.3834 4.4456
H 1.7943 1.0050 4.6117
H -1.1075 0.8091 1.7706
H 0.2729 -0.7881 -0.2023
O 4.8977 -6.8861 -3.7524
S 4.4843 -7.9934 -4.5616
O 4.2590 -9.2722 -3.9684
O 5.4842 -8.1385 -5.7753
C 6.8980 -8.2653 -5.4845
C 7.2654 -9.6360 -4.9545
C 3.0667 -7.5447 -5.5006
H 7.2027 -7.4765 -4.7957
H 7.4046 -8.0848 -6.4292
H 6.8218 -9.8173 -3.9769
H 8.3474 -9.7197 -4.8570
H 6.9071 -10.4155 -5.6259
H 3.2441 -6.5824 -5.9723
H 2.2313 -7.4810 -4.8075
H 2.8797 -8.3168 -6.2413
O -2.3679 6.8725 1.5073
S -3.1712 6.2384 0.5106
O -3.1022 6.6509 -0.8533
O -4.6757 6.2423 0.9948
C -5.2732 7.5192 1.3538
C -5.6043 8.3683 0.1447
C -2.9316 4.4957 0.5760
H -4.6185 8.0489 2.0466
H -6.1823 7.2704 1.8952
H -4.7039 8.6854 -0.3787
H -6.1477 9.2597 0.4553
H -6.2143 7.8078 -0.5635
H -3.0072 4.1641 1.6091
H -1.9364 4.2917 0.1854
H -3.6806 4.0147 -0.0437
O -5.2535 8.1605 5.3371
S -4.2862 7.8861 6.3555
O -3.1818 8.7654 6.5588
O -3.7475 6.4057 6.1485
C -3.2093 6.0784 4.8494
C -1.8364 6.6662 4.6043
C -5.0967 7.6194 7.8918
H -3.9141 6.3884 4.0752
H -3.1546 4.9909 4.8224
H -1.8705 7.7528 4.5569
H -1.4426 6.3011 3.6593
H -1.1500 6.3964 5.4076
H -5.9213 6.9286 7.7430
H -5.4657 8.5851 8.2285
H -4.3765 7.2254 8.6030
```

The charge is +1. Its electronic energy is -232845.952 eV. The value obtained for the frontier orbital gap is 8.45 eV. The value obtained for the energy above the lowest of the compared OMol25 structures with the same formula, charge and spin is 0.8 kcal/mol. Its LUMO energy is -0.135 Ha. The max |F| is 2.33 eV Å⁻¹.